# CH8NO

A 2-piece molecular cluster, CH8NO overall (the ωB97M-V functional and the def2-TZVPD basis, the Open Molecules 2025 dataset).

Geometry as XYZ:
```
11
Properties=species:S:1:pos:R:3:forces:R:3
C 1.8064 0.6247 -0.1762 0.1 1.0 0.2
N 0.3489 0.9556 -0.3832 0.7 0.1 0.4
H 2.3765 1.0478 -0.9942 -0.1 -0.5 -0.5
H 2.2115 1.1504 0.6876 -0.5 -0.2 0.3
H 1.8681 -0.4315 -0.0594 0.4 -0.7 -0.1
H 0.0381 0.5559 -1.2705 -0.2 0.1 0.1
H 0.2655 1.9685 -0.3886 -0.4 0.1 -0.2
H -0.2351 0.5826 0.3741 -0.1 -0.2 -0.2
H -1.8710 -2.3441 0.8723 -0.3 0.2 -0.1
H -2.7144 -1.1306 0.3168 -0.3 -0.4 0.2
O -1.8318 -1.4498 0.5138 0.8 0.5 -0.1
```
Forces are in eV/Å.

Properties
- lowest unoccupied orbital energy (eV) = -3.79
- total energy (a.u.) = -172.637761
- total charge = +1
- energy above the lowest of the compared OMol25 structures with the same formula, charge and spin (kJ/mol) = 31.99
- HOMO energy (eV) = -15.63

These are the Löwdin partial charges, in e, on atoms 1 to 6: C 0.00; N 0.16; H 0.11; H 0.11; H 0.10; H 0.17